1.
# C13H32AsCdF10N5O6PS

A structure of composition C13H32AsCdF10N5O6PS in a non-equilibrium geometry (wB97M-V/def2-TZVPD, the OMol25 dataset).

* <S²>: 0.7504
* HOMO-LUMO gap (spin up / spin down): 0.0789 / 0.2925 Ha
* total charge: -2
* E_LUMO (spin up / spin down): 4.24 / 4.22 eV
* multiplicity: 2

```
70
C13H32AsCdF10N5O6PS | the OMol25 dataset | wB97M-V/def2-TZVPD
Cd -4.000 6.939 -5.220
As -3.439 10.758 -5.092
F -4.622 10.567 -3.741
F -5.006 10.892 -6.069
F -2.389 10.851 -6.511
F -2.094 10.640 -3.947
F -3.565 8.942 -5.350
F -3.345 12.567 -4.875
F -5.308 7.145 -6.806
C -0.599 6.843 -8.654
F -0.319 6.342 -9.888
F 0.518 6.784 -7.815
F -0.902 8.109 -8.897
S -2.122 6.004 -7.915
O -3.252 6.497 -8.712
O -1.933 4.534 -7.960
O -2.493 6.583 -6.525
C -4.674 4.277 -3.978
O -4.060 4.920 -4.808
N -6.002 3.922 -4.005
C -6.646 3.249 -2.906
C -6.764 4.191 -5.168
H -4.316 3.983 -2.980
H -6.553 2.171 -3.037
H -7.593 3.770 -3.046
H -6.217 3.411 -1.917
H -6.933 3.389 -5.887
H -7.648 4.723 -4.816
H -6.179 4.909 -5.743
C -6.261 7.843 -3.145
O -5.395 7.515 -3.857
N -6.300 7.409 -1.846
C -5.098 6.780 -1.187
C -7.336 7.911 -0.933
H -7.194 8.385 -3.367
H -4.085 6.763 -1.587
H -5.345 5.719 -1.162
H -4.855 7.015 -0.150
H -7.906 7.104 -0.473
H -6.849 8.620 -0.263
H -8.123 8.493 -1.412
O -2.651 7.115 -3.537
P -1.283 7.308 -2.925
N -0.034 8.365 -3.647
C -0.141 8.900 -5.003
C 1.325 8.516 -3.167
N -0.539 5.778 -2.886
C 0.021 5.237 -4.153
C -0.817 4.788 -1.824
N -1.447 7.941 -1.289
C -0.472 7.896 -0.226
C -2.495 8.937 -1.010
H 0.623 8.448 -5.637
H 0.250 9.894 -4.788
H -1.085 8.808 -5.539
H 1.988 7.672 -3.359
H 1.283 8.424 -2.082
H 1.659 9.528 -3.393
H 0.687 5.978 -4.596
H 0.772 4.462 -4.002
H -0.757 4.788 -4.770
H -1.848 4.542 -1.571
H -0.339 3.825 -1.998
H -0.437 5.232 -0.904
H -0.202 8.951 -0.174
H -0.955 7.590 0.702
H 0.389 7.251 -0.398
H -2.354 9.467 -0.067
H -3.475 8.461 -0.980
H -2.635 9.737 -1.738
```

2.
# C13H32Cl18NbO2S2

A structure of composition C13H32Cl18NbO2S2 in a non-equilibrium geometry (wB97M-V/def2-TZVPD, the OMol25 dataset).

* HOMO-LUMO gap: 0.2769 Ha
* total charge: -1
* E_LUMO: 1.75 eV

```
68
C13H32Cl18NbO2S2 | the OMol25 dataset | wB97M-V/def2-TZVPD
O 2.250 -0.184 1.570
S 1.021 -0.502 0.862
O 0.492 0.486 -0.062
C 1.154 -2.025 0.091
Nb -0.036 -3.839 0.889
C -1.989 -3.190 -0.014
C -2.576 -2.020 0.808
C -2.765 -0.756 -0.033
S -2.957 0.756 0.952
H 0.078 -0.653 1.816
H 2.220 -2.265 0.095
H 0.798 -1.879 -0.935
H 0.299 -4.710 -0.704
H 1.580 -4.607 1.286
H -0.251 -3.169 2.612
H -0.706 -5.424 1.461
H -1.896 -2.935 -1.076
H -2.664 -4.056 0.021
H -1.967 -1.762 1.688
H -3.557 -2.329 1.196
H -3.624 -0.876 -0.697
H -1.879 -0.574 -0.650
H -3.757 0.224 1.883
C 5.055 -1.687 1.544
Cl 4.004 -2.982 2.084
Cl 6.774 -1.989 1.914
H 4.962 -1.586 0.469
H 4.757 -0.773 2.045
C -5.983 -4.009 -2.096
Cl -4.915 -2.813 -2.841
Cl -5.154 -5.513 -1.698
H -6.379 -3.589 -1.177
H -6.776 -4.233 -2.799
C 1.253 2.544 -2.164
Cl 1.490 1.570 -3.622
Cl 0.713 4.191 -2.557
H 0.509 2.062 -1.543
H 2.199 2.611 -1.640
C 4.504 2.794 -5.471
Cl 5.021 1.479 -6.536
Cl 5.651 3.083 -4.156
H 4.430 3.699 -6.061
H 3.551 2.525 -5.033
C -4.784 -4.796 2.989
Cl -3.269 -5.550 2.517
Cl -5.957 -4.728 1.657
H -5.239 -5.367 3.789
H -4.576 -3.779 3.303
C 9.904 -1.327 3.537
Cl 11.017 -0.051 3.022
Cl 10.756 -2.796 4.031
H 9.332 -0.962 4.381
H 9.252 -1.568 2.707
C -2.716 5.749 -1.844
Cl -4.292 4.966 -1.684
Cl -2.598 6.695 -3.339
H -2.583 6.423 -1.007
H -1.948 4.984 -1.861
C 2.836 2.043 3.683
Cl 3.261 0.912 4.972
Cl 2.073 3.519 4.306
H 3.745 2.326 3.166
H 2.152 1.542 3.010
C -6.131 8.103 -2.682
Cl -7.724 7.782 -3.380
Cl -6.237 8.829 -1.072
H -5.598 7.164 -2.592
H -5.606 8.792 -3.332
```

3.
# C13H32O10P3PdS2

A structure of composition C13H32O10P3PdS2 in a non-equilibrium geometry (wB97M-V/def2-TZVPD, the OMol25 dataset).

* HOMO-LUMO gap: 0.2609 Ha
* total charge: -1
* E_LUMO: 2.72 eV
* energy above the lowest of the compared OMol25 structures with the same formula, charge and spin: 139.1 kJ/mol

```
61
C13H32O10P3PdS2 | the OMol25 dataset | wB97M-V/def2-TZVPD
Pd 0.971 -1.055 0.073
C 3.205 -4.594 1.425
C 3.325 -3.117 1.807
O 4.422 -2.879 2.689
P 1.786 -2.561 2.626
O 1.846 -3.369 4.031
O 2.090 -1.098 3.138
O 0.532 -2.809 1.895
P 3.512 -2.078 0.284
O 5.076 -2.380 -0.042
O 2.622 -2.645 -0.790
O 3.354 -0.634 0.658
H 3.110 -5.207 2.324
H 4.101 -4.896 0.880
H 2.338 -4.749 0.785
H 4.153 -3.102 3.585
H 0.962 -3.728 4.225
H 2.375 -0.513 2.402
H 5.243 -2.203 -0.986
C 1.133 -0.287 -1.710
H 0.150 0.092 -1.982
H 1.460 -1.147 -2.292
H 1.897 0.489 -1.663
C -3.201 -2.364 -1.676
C -2.111 -2.801 -2.678
C -0.990 -3.287 -1.766
O -1.073 -2.438 -0.635
C -2.454 -2.279 -0.332
H -4.016 -3.088 -1.625
H -3.613 -1.395 -1.944
H -1.764 -1.940 -3.252
H -2.451 -3.572 -3.370
H 0.012 -3.192 -2.180
H -1.151 -4.333 -1.465
H -2.570 -1.322 0.169
H -2.764 -3.081 0.349
C -2.078 4.520 2.128
C -3.122 3.663 1.429
C -3.693 4.304 0.173
O -2.631 2.335 1.187
P -1.563 1.798 0.113
S -2.453 1.019 -1.445
S -0.246 0.744 1.196
O -0.836 3.187 -0.306
C 0.101 3.198 -1.404
C -0.228 4.414 -2.246
C 1.520 3.207 -0.862
H -2.539 5.453 2.465
H -1.256 4.754 1.453
H -1.676 3.993 2.994
H -3.942 3.491 2.129
H -2.897 4.588 -0.514
H -4.259 5.198 0.447
H -4.356 3.608 -0.341
H -0.061 2.299 -2.003
H -0.140 5.323 -1.644
H -1.248 4.342 -2.630
H 0.461 4.487 -3.092
H 1.667 4.075 -0.214
H 2.236 3.259 -1.687
H 1.719 2.305 -0.282
```

4.
# C13H32O3PdSSi

A structure of composition C13H32O3PdSSi in a non-equilibrium geometry (wB97M-V/def2-TZVPD, the OMol25 dataset).

* <S²>: 6.0148
* HOMO-LUMO gap (spin up / spin down): 0.3572 / 0.1704 Ha
* total charge: +2
* E_LUMO (spin up / spin down): -5.66 / -12.46 eV
* multiplicity: 5

```
51
C13H32O3PdSSi | the OMol25 dataset | wB97M-V/def2-TZVPD
Pd -0.422 0.146 -2.746
C 0.583 -0.561 -5.686
H 1.146 -0.382 -4.646
H 0.489 -1.630 -5.937
H 0.752 0.144 -6.516
H -0.358 -0.272 -5.296
H -1.954 0.436 -2.874
C -1.972 2.672 -2.038
C -1.050 2.203 -0.905
C 0.301 2.860 -1.030
C -1.675 2.409 0.495
O -0.930 0.753 -0.866
Si 0.194 -0.275 -0.230
S 1.512 -0.895 -1.624
O 0.909 0.717 0.855
C 1.555 0.863 2.138
C 2.911 0.141 2.133
C 1.773 2.332 2.369
C 0.678 0.274 3.262
O -0.681 -1.356 0.640
C -0.721 -2.812 0.794
C 0.539 -3.518 0.345
C -0.971 -3.089 2.286
C -1.923 -3.355 0.035
H -2.075 3.782 -2.033
H -2.994 2.250 -1.955
H -1.569 2.412 -3.038
H 0.188 3.968 -0.999
H 0.947 2.560 -0.186
H 0.825 2.548 -1.963
H -2.636 1.849 0.582
H -0.966 2.036 1.268
H -1.844 3.477 0.685
H 3.510 0.494 1.294
H 3.423 0.377 3.070
H 2.802 -0.946 2.058
H 0.831 2.874 2.386
H 2.259 2.458 3.335
H 2.417 2.748 1.597
H -0.342 0.689 3.220
H 0.632 -0.832 3.226
H 1.135 0.562 4.224
H 1.406 -3.150 0.879
H 0.436 -4.585 0.541
H 0.704 -3.352 -0.712
H -1.893 -2.572 2.648
H -1.101 -4.183 2.454
H -0.114 -2.758 2.914
H -2.854 -2.872 0.360
H -1.799 -3.204 -1.041
H -2.013 -4.434 0.226
```

5.
# C13H33Cl2IrOP

A structure of composition C13H33Cl2IrOP in a non-equilibrium geometry (wB97M-V/def2-TZVPD, the OMol25 dataset).

* <S²>: 8.7622
* HOMO-LUMO gap (spin up / spin down): 0.2057 / 0.2167 Ha
* total charge: 0
* E_LUMO (spin up / spin down): 0.77 / -2.43 eV
* multiplicity: 6

```
51
C13H33Cl2IrOP | the OMol25 dataset | wB97M-V/def2-TZVPD
Ir 0.171 0.423 2.011
Cl 1.379 1.156 0.257
Cl -1.216 -1.101 0.989
H -0.838 1.692 2.124
H 1.392 1.141 2.704
P 0.002 -0.001 -1.811
C 1.665 -0.539 -2.544
C -1.218 -0.846 -2.999
C 0.009 1.793 -2.435
C 2.208 -1.665 -1.662
H 2.275 0.361 -2.381
C 1.749 -0.890 -4.023
H 1.262 -1.842 -4.265
H 2.812 -1.020 -4.264
H 1.375 -0.101 -4.683
H 2.227 -1.367 -0.609
H 3.229 -1.906 -1.975
H 1.617 -2.579 -1.758
H 1.006 2.138 -2.114
C -1.060 2.557 -1.659
C -0.048 2.071 -3.943
H 0.963 2.044 -4.380
H -0.430 3.095 -4.069
H -0.724 1.406 -4.503
H -0.915 2.449 -0.581
H -2.067 2.224 -1.926
H -0.986 3.617 -1.920
C -1.280 -2.341 -2.698
H -0.796 -0.680 -4.000
C -2.609 -0.228 -2.896
H -0.371 -2.884 -2.967
H -2.107 -2.764 -3.277
H -1.502 -2.526 -1.640
H -2.945 -0.165 -1.854
H -3.305 -0.888 -3.420
H -2.683 0.757 -3.360
C -1.140 0.909 6.107
C -0.168 1.065 4.950
O -0.264 -0.033 4.008
C 0.153 -1.312 4.559
C 1.550 -1.310 5.153
H -2.019 0.308 5.840
H -1.455 1.898 6.438
H -0.637 0.432 6.949
H -0.371 1.950 4.327
H 0.871 1.096 5.310
H -0.620 -1.585 5.283
H 0.096 -1.990 3.699
H 1.585 -0.877 6.157
H 1.901 -2.342 5.242
H 2.279 -0.798 4.509
```

6.
# C13H33CuN2O5

A structure of composition C13H33CuN2O5 in a non-equilibrium geometry (wB97M-V/def2-TZVPD, the OMol25 dataset).

* HOMO-LUMO gap: 0.2769 Ha
* total charge: 0
* E_LUMO: 0.63 eV
* energy above the lowest of the compared OMol25 structures with the same formula, charge and spin: 13.8 kJ/mol

```
54
C13H33CuN2O5 | the OMol25 dataset | wB97M-V/def2-TZVPD
Cu -0.700 -0.638 -0.461
C -3.904 0.035 -1.004
O -2.724 0.107 -0.293
H -4.610 -0.683 -0.533
H -4.453 0.987 -1.051
H -3.778 -0.384 -2.020
C -1.152 -1.229 -3.599
O -0.266 -1.383 -2.499
C 1.116 -1.439 -2.837
C 1.851 -1.830 -1.598
N 1.689 -0.923 -0.444
C 1.898 0.489 -0.793
C 3.274 0.850 -1.351
O 4.224 0.559 -0.359
C 5.355 1.415 -0.398
H -1.390 -2.191 -4.062
H -0.721 -0.626 -4.405
H -2.030 -0.749 -3.176
H 1.420 -0.446 -3.187
H 1.271 -2.167 -3.639
H 2.894 -2.074 -1.839
H 1.438 -2.782 -1.246
H 2.479 -1.145 0.156
H 1.746 1.125 0.080
H 1.136 0.816 -1.512
H 3.202 1.916 -1.606
H 3.481 0.323 -2.293
H 5.972 1.187 0.466
H 5.039 2.462 -0.357
H 5.898 1.251 -1.334
C -1.169 4.238 3.171
O -0.314 3.883 2.112
C -0.526 2.595 1.587
C -0.732 1.448 2.557
N -1.076 0.245 1.793
C -1.447 -0.833 2.680
C -1.865 -2.068 1.903
O -0.799 -2.551 1.093
C -1.293 -3.534 0.184
H -2.224 4.100 2.904
H -1.021 5.305 3.332
H -0.965 3.703 4.102
H 0.244 2.413 0.835
H -1.413 2.581 0.920
H -1.522 1.594 3.303
H 0.223 1.272 3.068
H -1.873 0.481 1.174
H -2.247 -0.571 3.391
H -0.601 -1.107 3.322
H -2.729 -1.754 1.301
H -2.185 -2.897 2.548
H -2.061 -3.149 -0.489
H -1.653 -4.388 0.768
H -0.403 -3.838 -0.365
```

7.
# C13H33InNNb

A structure of composition C13H33InNNb in a non-equilibrium geometry (wB97M-V/def2-TZVPD, the OMol25 dataset).

* HOMO-LUMO gap: 0.1839 Ha
* total charge: +2
* E_LUMO: -10.28 eV
* energy above the lowest of the compared OMol25 structures with the same formula, charge and spin: 0.0 kJ/mol

```
49
C13H33InNNb | the OMol25 dataset | wB97M-V/def2-TZVPD
C 3.406 2.057 0.469
C 2.790 1.974 -0.921
C 3.211 0.704 -1.672
C 2.151 -0.402 -1.816
C 2.382 -1.653 -0.926
C 1.184 -2.129 -0.060
C 1.532 -2.414 1.420
C 0.802 -1.677 2.545
C -0.640 -1.357 2.355
Nb -1.012 0.879 1.923
N -2.572 0.340 0.581
C -2.450 1.263 -0.500
C -3.723 1.411 -1.413
C -4.847 0.436 -1.129
C -4.501 -1.011 -1.457
H 4.468 2.284 0.363
H 3.320 1.118 1.009
H 2.969 2.846 1.062
H 1.715 2.086 -0.901
H 3.162 2.832 -1.471
H 3.519 1.005 -2.669
H 4.116 0.312 -1.167
H 1.154 0.002 -1.691
H 2.217 -0.732 -2.844
H 3.254 -1.463 -0.305
H 2.633 -2.478 -1.577
H 0.354 -1.447 -0.199
H 0.875 -3.069 -0.493
H 1.425 -3.475 1.601
H 2.588 -2.208 1.537
H 0.806 -2.341 3.417
H 1.339 -0.794 2.904
H -1.166 -1.359 3.320
H -1.152 -1.972 1.625
H 0.334 0.586 0.701
H -1.031 2.636 1.452
H -2.282 1.082 3.215
H 0.335 1.296 3.074
H -3.449 0.439 1.100
H -2.236 2.294 -0.125
H -1.601 0.997 -1.115
H -3.384 1.271 -2.432
H -4.108 2.420 -1.343
H -5.150 0.498 -0.086
H -5.715 0.742 -1.696
H -4.526 -1.157 -2.531
H -3.511 -1.279 -1.105
H -5.217 -1.673 -0.986
In 6.233 0.280 -1.040
```

8.
# C13H33MnO15S4

A structure of composition C13H33MnO15S4 in a non-equilibrium geometry (wB97M-V/def2-TZVPD, the OMol25 dataset).

* <S²>: 12.0075
* HOMO-LUMO gap (spin up / spin down): 0.3087 / 0.1234 Ha
* total charge: +2
* E_LUMO (spin up / spin down): -7.35 / -12.39 eV
* multiplicity: 7

```
66
C13H33MnO15S4 | the OMol25 dataset | wB97M-V/def2-TZVPD
Mn 2.946 1.907 0.519
O 0.687 -0.060 -2.219
C 1.554 0.633 -1.432
O 1.172 1.648 -0.838
O 2.647 0.210 -1.107
H 0.140 0.715 -2.072
O 0.353 3.725 3.659
S 0.223 2.986 2.428
O 1.331 2.177 1.949
O -1.050 2.013 2.506
C -2.221 2.457 3.257
C -2.146 1.890 4.669
C -0.372 4.128 1.191
H -3.107 2.120 2.719
H -2.186 3.544 3.319
H -2.994 2.231 5.264
H -1.190 2.134 5.133
H -2.167 0.814 4.497
H -1.309 4.627 1.437
H -0.616 3.660 0.237
H 0.441 4.813 0.951
O 2.926 -0.072 1.690
S 2.975 -1.472 2.164
O 3.843 -1.858 3.313
O 1.474 -2.015 2.477
C 0.361 -1.220 2.118
C -0.910 -1.820 2.815
C 3.276 -2.759 0.803
H 0.330 -1.015 1.048
H 0.611 -0.257 2.563
H -0.607 -2.150 3.808
H -1.371 -2.663 2.300
H -1.796 -1.185 2.840
H 3.238 -3.769 1.212
H 4.283 -2.572 0.430
H 2.560 -2.594 -0.002
O 2.838 -5.499 -2.477
S 3.480 -4.675 -3.499
O 4.336 -5.355 -4.464
O 2.279 -3.863 -4.352
C 1.188 -3.317 -3.628
C 0.562 -2.224 -4.508
C 4.403 -3.301 -2.791
H 1.451 -2.929 -2.644
H 0.487 -4.124 -3.412
H 1.430 -1.613 -4.756
H -0.225 -1.640 -4.031
H 0.095 -2.585 -5.424
H 3.796 -2.830 -2.018
H 4.683 -2.648 -3.618
H 5.288 -3.831 -2.437
O -3.564 4.796 -0.171
S -3.438 3.637 -1.042
O -2.855 3.776 -2.391
O -2.641 2.449 -0.201
C -2.380 1.297 -0.904
C -2.189 0.211 0.077
C -5.087 2.862 -1.155
H -1.616 1.457 -1.665
H -3.122 0.947 -1.622
H -1.398 0.643 0.690
H -1.887 -0.777 -0.270
H -3.082 0.082 0.688
H -5.332 2.441 -0.180
H -4.997 2.089 -1.919
H -5.831 3.571 -1.517
```

In a.u., the E values for the records above are, in order, -5381.5156, -9801.5814, -3215.6371, -1555.0563, -1956.1605, -2641.1595, -815.9488, -4386.6775.